The following is a quantum chemistry calculation of a cluster of 9 separate species, C21H62N2O9 in total at a distorted geometry, from OMol25.

Last column: Mulliken charge in e.
Cartesian coordinates (Å):
C 0.1297 0.1027 4.5233  -0.48
O 1.3391 0.4099 3.8774  -0.47
C 1.6460 -0.5318 2.8756  -0.24
C 2.8252 -0.0671 2.0556  0.63
C 3.0720 -1.0164 0.8902  -1.27
N 4.0724 0.0426 2.8440  -0.77
H -0.0017 0.7871 5.3632  0.32
H 0.1415 -0.9048 4.9591  0.31
H -0.7279 0.2439 3.8609  0.08
H 1.8756 -1.5022 3.3482  0.42
H 0.7777 -0.6689 2.2103  -0.11
H 2.5798 0.9067 1.6208  0.10
H 3.8071 -0.5584 0.2226  0.10
H 2.2348 -1.3288 0.2721  0.17
H 3.5789 -1.9122 1.2693  0.55
H 4.2862 -0.9121 3.1444  0.32
H 3.8005 0.4486 3.7419  0.33
C 2.6550 2.7218 -1.2318  -0.40
O 4.0240 2.9927 -1.4489  -0.35
C 4.6974 1.9112 -2.0264  0.00
C 6.1753 2.2145 -2.1149  0.34
C 6.9382 1.0316 -2.6789  -1.42
N 6.7557 2.6122 -0.8337  -0.77
H 2.1963 3.5767 -0.7385  0.35
H 2.5591 1.8380 -0.5899  -0.04
H 2.0983 2.5681 -2.1650  0.30
H 4.5753 0.9820 -1.4235  -0.25
H 4.2674 1.6040 -2.9960  0.32
H 6.2997 3.0516 -2.8115  0.32
H 7.9931 1.3180 -2.6778  0.38
H 6.6465 0.7744 -3.6933  0.38
H 6.8733 0.1815 -1.9945  0.29
H 6.6327 1.8566 -0.1616  0.26
H 6.1866 3.3667 -0.4611  0.33
C -0.5687 0.6531 -0.3327  -0.63
C -2.0002 0.6439 -0.8823  1.35
C -2.6574 1.9880 -0.9822  -1.46
O -1.9911 -0.0399 -2.1490  -0.38
H -0.5229 0.9037 0.7331  0.27
H 0.0354 1.3590 -0.9027  0.26
H -0.2459 -0.3887 -0.3476  -0.17
H -2.5356 -0.0571 -0.2308  -0.24
H -2.0520 2.6816 -1.5717  0.33
H -2.7893 2.4661 -0.0084  0.23
H -3.6446 1.8934 -1.4352  0.33
H -1.6389 0.5750 -2.8025  0.08
C 0.8336 -5.2912 -1.1315  -1.47
C 1.5460 -4.4112 -0.1460  0.33
C 0.5509 -3.4793 0.5431  -0.85
O 2.2569 -5.1836 0.8188  -0.57
H 0.0037 -5.8188 -0.6584  0.37
H 1.5269 -6.0088 -1.5720  0.37
H 0.4217 -4.6958 -1.9512  0.34
H 2.2677 -3.7545 -0.6331  0.38
H 0.9614 -3.0017 1.4346  0.20
H -0.3307 -4.0267 0.8962  0.64
H 0.2268 -2.6669 -0.1122  -0.16
H 1.6269 -5.7664 1.2560  0.36
C -4.9540 -1.5936 2.1894  -1.10
C -3.8590 -1.8764 3.2107  0.24
C -2.4318 -1.8288 2.6932  -0.53
O -4.0044 -0.9042 4.2744  -0.56
H -4.9303 -2.2773 1.3384  0.30
H -4.7462 -0.5976 1.7803  0.10
H -5.9235 -1.5882 2.6763  0.37
H -4.0495 -2.8347 3.7002  0.38
H -1.7868 -1.8585 3.5744  0.28
H -2.1965 -0.8900 2.1822  -0.13
H -2.1950 -2.7078 2.0935  0.39
H -3.4033 -0.1816 4.0602  0.24
C -4.7205 3.7496 -3.8432  -0.48
O -3.7660 4.7281 -3.5044  -0.48
H -5.6946 3.8944 -3.3616  0.32
H -4.9493 3.7165 -4.9188  0.28
H -4.3671 2.7581 -3.5677  0.08
H -4.2206 5.5676 -3.4044  0.29
C -3.2014 -2.9897 -1.3252  -0.22
O -3.3494 -2.4920 -2.6277  -0.59
H -3.4906 -4.0285 -1.2008  0.39
H -2.1167 -2.9663 -1.0973  0.02
H -3.5945 -2.3261 -0.5446  0.03
H -2.8607 -1.6575 -2.6210  0.37
C -3.6827 2.3650 3.2424  -0.35
O -2.8644 1.9604 4.3302  -0.50
H -4.7178 2.5431 3.5559  0.30
H -3.3131 3.2774 2.7667  0.36
H -3.7165 1.5707 2.4962  -0.09
H -2.5651 2.7672 4.7561  0.31
C -0.3567 1.3472 -4.7805  -0.72
O -0.5729 2.3207 -3.7712  -0.34
H 0.5116 1.5639 -5.4046  0.29
H -0.1431 0.4057 -4.2700  0.26
H -1.2628 1.1835 -5.3696  0.34
H -0.7964 3.1662 -4.1721  0.25

Atoms 1-3, force components in eV/Å:
C -0.102 0.238 0.584
O 0.159 0.118 -0.023
C -0.294 -0.144 -0.086

Output
LUMO level = 0.35 eV
Structure (SMILES) = COC[C@H](C)N.COC[C@H](C)N.CC(C)O.CC(C)O.CC(C)O.CO.CO.CO.CO
HOMO level = -9.223 eV

---

The following is a quantum chemistry calculation of a structure of composition C4H7PS at a distorted geometry, from OMol25.

Last column: natural (NBO) charge in e.
Cartesian coordinates (Å):
C 0.2788 -1.6179 -0.4145  -0.60
C -1.3302 -0.2245 0.4143  -0.74
C -0.3568 -0.4217 -0.7435  -0.09
C 1.5195 1.0195 0.7841  -0.49
P -0.4997 -1.7750 1.1444  0.56
S -0.2683 0.5983 -2.1935  0.06
H 0.9898 -2.1176 -0.9590  0.22
H -1.3384 0.6470 1.0002  0.23
H -2.3260 -0.3725 0.0733  0.23
H 2.1371 0.2117 0.6489  0.16
H 1.0827 1.1736 1.8651  0.17
H 1.4997 1.7227 0.0745  0.15
H -1.3883 1.1563 -1.6944  0.14

Atoms 1-3, force components in eV/Å:
C -2.270 2.889 0.432
C 1.065 -1.595 -0.935
C 0.557 -1.261 0.077

Output
LUMO level (spin up / spin down) = 0.75 / -0.70 eV
HOMO level (spin up / spin down) = -7.147 / -9.282 eV
Spin multiplicity = 3
Relative energy (zero: lowest compared OMol25 entry of this formula, charge and spin) = 1.139 eV

---

The following is a quantum chemistry calculation of a structure of composition C33H35BrCuIO4P2Se, from OMol25.

Last column: Mulliken charge in e.
Cartesian coordinates (Å):
Cu 0.6054 0.2307 -0.5427  -0.02
C -3.7265 0.3655 0.3431  -1.49
P -1.9598 0.0699 0.7809  1.05
C -2.0397 0.6100 2.5498  -1.25
C -2.0595 -1.7839 1.0097  0.70
C -3.0339 -2.3453 1.8369  -0.31
C -3.1497 -3.7146 2.0057  -0.88
C -2.2828 -4.5648 1.3317  -0.75
C -1.3078 -4.0267 0.5102  -0.70
C -1.1747 -2.6477 0.3447  -0.04
P 0.1765 -1.9526 -0.6993  1.56
C 1.6144 -2.9868 -0.1940  -1.02
C -0.1618 -2.6908 -2.3353  -1.45
H -3.9467 -0.1834 -0.5707  0.33
H -3.8513 1.4318 0.1435  0.44
H -4.4134 0.0695 1.1411  0.39
H -2.8770 0.1861 3.1114  0.45
H -2.1372 1.6976 2.5428  0.42
H -1.1055 0.3722 3.0580  0.14
H -3.7255 -1.6964 2.3619  0.14
H -3.9158 -4.1182 2.6579  0.37
H -2.3655 -5.6392 1.4485  0.35
H -0.6331 -4.6949 -0.0133  0.23
H 1.4785 -4.0510 -0.4034  0.48
H 1.8250 -2.8488 0.8637  0.23
H 2.4833 -2.6295 -0.7497  0.23
H 0.0280 -3.7676 -2.3264  0.49
H 0.5034 -2.2030 -3.0519  0.36
H -1.1955 -2.4961 -2.6172  0.46
C 6.7348 -0.2635 1.2166  -1.68
C 5.6225 0.1228 0.2756  0.79
C 4.9347 1.3172 0.4246  -0.76
C 3.8700 1.6692 -0.4032  0.96
C 3.1964 2.9975 -0.2094  -1.55
C 3.4532 0.7757 -1.4019  0.19
Se 1.8581 1.1078 -2.4294  -0.37
C 4.1868 -0.4051 -1.6099  0.87
C 3.8443 -1.3339 -2.7422  -1.22
C 5.2483 -0.7163 -0.7672  -0.83
H 6.9485 0.5456 1.9165  0.34
H 7.6565 -0.4966 0.6758  0.41
H 6.4674 -1.1468 1.8031  0.30
H 5.2091 1.9948 1.2273  0.12
H 3.7141 3.5756 0.5572  0.37
H 2.1666 2.8468 0.1167  0.15
H 3.1763 3.5512 -1.1513  0.41
H 3.9043 -0.8121 -3.6995  0.39
H 2.8133 -1.6898 -2.6750  -0.03
H 4.5219 -2.1917 -2.7541  0.33
H 5.7906 -1.6462 -0.9252  0.25
I -1.8170 3.5234 -7.9448  -0.03
C -2.0958 2.2041 -6.3277  0.18
C -3.1148 1.2658 -6.3989  -0.57
C -3.2880 0.3940 -5.3325  -0.36
C -2.4708 0.4655 -4.2105  -0.06
C -1.4623 1.4191 -4.1649  0.03
C -1.2601 2.2924 -5.2271  -0.64
C -2.6695 -0.5117 -3.0457  -0.20
O -3.5071 -1.4231 -3.2182  -0.82
O -1.9504 -0.3046 -2.0425  0.04
H -3.7551 1.2132 -7.2698  0.34
H -4.0588 -0.3660 -5.3481  0.46
H -0.8272 1.4667 -3.2882  0.22
H -0.4557 3.0147 -5.1900  0.41
Br 2.5290 -4.1558 5.3513  -0.29
C 2.3154 -2.5198 4.3845  0.06
C 3.2355 -1.5010 4.5783  -0.65
C 3.0657 -0.3092 3.8894  -0.52
C 2.0107 -0.1427 2.9984  -0.04
C 1.1237 -1.1914 2.8143  0.33
C 1.2517 -2.3859 3.5128  -0.79
C 1.7975 1.2044 2.2961  -0.17
O 2.3905 2.1686 2.7946  -0.81
O 0.9949 1.2119 1.3205  -0.54
H 4.0624 -1.6375 5.2627  0.40
H 3.7424 0.5236 4.0309  0.49
H 0.3235 -1.0590 2.0997  0.61
H 0.5435 -3.1915 3.3637  0.54

Atoms 1-3, force components in eV/Å:
Cu -0.201 0.112 0.231
C 0.026 0.026 -0.028
P 0.006 -0.050 -0.024

Output
LUMO level = 3.50 eV
Total charge = -2
HOMO level = -1.536 eV
Relative energy (zero: lowest compared OMol25 entry of this formula, charge and spin) = 0.000 eV